# C25H46InN3OP2Se

C25H46InN3OP2Se as an isolated structure in a non-equilibrium geometry (ωB97M-V with the def2-TZVPD basis set, OMol25).

The geometry in XYZ format:
```
79
C25H46InN3OP2Se | OMol25 | ωB97M-V with the def2-TZVPD basis set
In -0.20167 0.32411 -1.65828
P 1.41753 2.20845 -1.33274
P -2.26272 -1.09650 -1.59454
N -1.66406 1.95269 -1.51698
C 0.19844 3.58914 -1.57154
H 0.56368 4.50313 -1.07926
H 0.15936 3.79318 -2.65542
C -1.22235 3.23774 -1.05403
H -1.24880 3.29585 0.05922
H -1.90736 4.03994 -1.39964
C -3.02271 1.62283 -1.19152
H -3.71491 2.41202 -1.55266
H -3.17702 1.58560 -0.08767
C -3.47782 0.28652 -1.83909
H -3.59153 0.41863 -2.92907
H -4.46038 -0.00845 -1.44092
C -2.70287 -1.96786 -0.02792
C -1.55360 -2.82703 0.51634
H -1.82223 -3.15962 1.52965
H -0.62546 -2.24719 0.60496
H -1.36745 -3.71993 -0.09692
C -2.19261 -2.16656 -3.08159
C -1.25611 -3.37566 -2.89878
H -1.13188 -3.85853 -3.88006
H -1.68187 -4.12252 -2.21075
H -0.25301 -3.08628 -2.54359
C 2.59206 2.12881 -2.73812
C 3.68000 1.05522 -2.54333
H 4.22409 0.94864 -3.49433
H 3.26070 0.06753 -2.28922
H 4.41048 1.34735 -1.77282
C 2.19108 2.43251 0.32682
C 2.87762 1.15968 0.84062
H 3.16080 1.32270 1.89078
H 3.78576 0.91342 0.27256
H 2.19667 0.29812 0.82511
C 1.51882 -1.60459 -1.35933
C -3.59398 -2.54376 -3.56960
H -4.08892 -3.25104 -2.88965
H -4.23220 -1.65843 -3.70159
H -3.49474 -3.03068 -4.54939
C 3.15566 3.51009 -3.08746
H 3.70592 3.42485 -4.03472
H 2.35788 4.25239 -3.23240
H 3.85645 3.87374 -2.32304
C 3.11402 3.65345 0.36076
H 3.36540 3.86720 1.40927
H 4.05807 3.45783 -0.16927
H 2.64141 4.55394 -0.05720
C -4.01512 -2.74867 -0.15585
H -3.88721 -3.67095 -0.74263
H -4.33676 -3.04827 0.85159
H -4.82424 -2.14961 -0.59782
H -2.83438 -1.12823 0.68464
H 1.31617 2.61109 0.98466
H -1.73198 -1.50446 -3.84079
H 1.95014 1.79931 -3.57793
O 2.26785 -2.46127 -1.21811
H -0.36340 1.08888 -4.25217
H 0.01365 0.42005 -4.24519
C 1.56924 -1.96183 2.24587
N 0.78866 -1.13456 3.16875
C -0.10673 -0.13402 2.85889
Se -0.66045 0.65653 1.26428
N -0.58044 0.29615 4.06773
C 0.02985 -0.37156 5.12583
C -0.12885 -0.24001 6.49836
C 0.64164 -1.09429 7.29634
C 1.53043 -2.03243 6.73502
C 1.67476 -2.14136 5.33881
C 0.89740 -1.28171 4.55902
H 2.64053 -1.82439 2.45330
H 1.36777 -1.69675 1.20249
H 1.31854 -3.02137 2.40717
H -1.26695 1.04356 4.17442
H -0.83046 0.49920 6.88303
H 0.55717 -1.04369 8.38518
H 2.10585 -2.67837 7.39246
H 2.35370 -2.85962 4.87101
```

Output
Highest occupied orbital energy, eV: -12.96
Net charge: +2
HOMO-LUMO gap, eV: 6.552

Results of the Löwdin charge analysis, in e, for atoms 1 through 4: 0.424 0.977 0.981 -0.301